# 1
Entry from the OMol25 dataset: C48H36N4OPtS as an isolated structure (the ωB97M-V functional and the def2-TZVPD basis).

## Properties
Energy above the lowest of the compared OMol25 structures with the same formula, charge and spin in kJ/mol: 21.8
E_HOMO in eV: -6.964
Lowest unoccupied orbital energy in eV: -0.93
Net charge: 0
Frontier orbital gap in eV: 6.0

Atoms and positions in Å:
Pt1 -0.028 -0.438 0.559
C1 3.717 4.793 4.795
C2 2.758 4.001 5.414
C3 2.065 3.051 4.682
C4 2.319 2.880 3.321
C5 3.281 3.673 2.711
C6 3.977 4.627 3.443
C7 1.573 1.842 2.538
C8 2.278 0.715 2.156
C9 3.619 0.387 2.584
C10 3.902 -0.841 2.106
C11 2.758 -1.276 1.342
C12 2.685 -2.473 0.630
C13 3.836 -3.424 0.730
C14 3.695 -4.608 1.446
C15 4.752 -5.504 1.538
C16 5.958 -5.223 0.912
C17 6.103 -4.045 0.192
C18 5.047 -3.150 0.102
C19 1.649 -2.819 -0.215
N1 0.523 -2.078 -0.426
C20 -0.143 -2.625 -1.473
C21 -1.365 -2.227 -2.012
C22 -1.658 -2.743 -3.370
C23 -0.650 -2.481 -4.310
C24 -0.794 -2.865 -5.637
C25 -1.952 -3.505 -6.052
C26 -2.961 -3.754 -5.132
C27 -2.819 -3.371 -3.806
C28 -2.246 -1.387 -1.327
C29 -3.643 -1.180 -1.581
C30 -4.092 -0.288 -0.670
C31 -2.964 0.111 0.128
N2 -1.860 -0.590 -0.283
C32 -2.982 1.160 1.031
C33 -1.866 1.698 1.666
C34 -1.856 2.895 2.461
C35 -0.575 3.123 2.822
C36 0.215 2.041 2.292
N3 -0.594 1.202 1.583
C37 -4.302 1.826 1.277
C38 -5.247 1.232 2.103
C39 -6.472 1.848 2.324
C40 -6.759 3.063 1.718
C41 -5.820 3.659 0.889
C42 -4.596 3.043 0.669
C43 0.574 -3.802 -1.928
C44 1.656 -3.937 -1.136
N4 1.791 -0.320 1.399
H1 4.261 5.535 5.364
H2 2.556 4.123 6.470
H3 1.319 2.429 5.160
H4 3.484 3.539 1.655
H5 4.724 5.241 2.957
H6 4.233 1.021 3.202
H7 4.801 -1.417 2.245
H8 2.752 -4.822 1.933
H9 4.633 -6.420 2.102
H10 6.782 -5.921 0.982
H11 7.041 -3.826 -0.301
H12 5.151 -2.232 -0.465
H13 0.218 -1.922 -3.982
H14 -0.002 -2.647 -6.342
H15 -2.070 -3.811 -7.083
H16 -3.867 -4.259 -5.441
H17 -3.611 -3.622 -3.114
H18 -4.256 -1.683 -2.305
H19 -5.096 0.084 -0.545
H20 -2.731 3.481 2.687
H21 -0.176 3.933 3.409
H22 -5.016 0.285 2.575
H23 -7.200 1.379 2.973
H24 -7.714 3.543 1.891
H25 -6.041 4.606 0.412
H26 -3.858 3.503 0.022
H27 0.240 -4.442 -2.725
H28 2.409 -4.707 -1.167
O1 1.256 -0.195 -2.701
S1 0.941 1.144 -3.311
C45 -0.842 1.166 -3.675
C46 -1.409 2.455 -3.092
C47 -0.742 2.593 -1.724
C48 0.746 2.351 -1.950
H29 -1.224 0.289 -3.150
H30 -0.995 1.040 -4.746
H31 -2.496 2.405 -3.014
H32 -1.161 3.306 -3.732
H33 -1.131 1.828 -1.054
H34 -0.924 3.566 -1.263
H35 1.260 1.909 -1.096
H36 1.270 3.257 -2.262


# 2
Entry from the OMol25 dataset: C48H37BaN7O7S as an isolated structure (the ωB97M-V functional and the def2-TZVPD basis).

## Properties
E_HOMO in eV: -1.845
Lowest unoccupied orbital energy in eV: 3.86
Net charge: -2
Frontier orbital gap in eV: 5.7

Atoms and positions in Å:
Ba1 -1.146 0.349 0.451
O1 2.619 2.782 1.507
C1 2.139 3.318 2.625
C2 3.051 3.794 3.572
C3 2.615 4.322 4.768
C4 1.255 4.429 5.024
C5 0.345 3.996 4.079
C6 0.759 3.425 2.882
C7 -0.223 2.849 1.933
O2 0.185 2.176 0.935
N1 -1.483 3.083 2.227
N2 -2.345 2.378 1.444
C8 -3.592 2.672 1.550
C9 -4.637 2.042 0.801
C10 -5.963 2.403 1.051
C11 -7.014 1.886 0.326
C12 -6.743 1.015 -0.727
C13 -5.456 0.625 -0.996
C14 -4.346 1.074 -0.225
O3 -3.172 0.651 -0.451
H1 1.840 2.396 1.011
H2 4.105 3.717 3.342
H3 3.338 4.647 5.505
H4 0.914 4.847 5.962
H5 -0.716 4.073 4.250
H6 -3.890 3.483 2.229
H7 -6.161 3.103 1.855
H8 -8.035 2.150 0.567
H9 -7.558 0.629 -1.329
H10 -5.242 -0.069 -1.798
C15 -1.017 2.293 -2.122
O4 -0.710 0.926 -2.001
C16 0.150 0.411 -2.912
C17 0.899 1.189 -3.788
C18 1.746 0.624 -4.726
C19 1.840 -0.754 -4.838
C20 1.079 -1.545 -4.010
C21 0.233 -1.001 -3.029
N3 -0.496 -1.943 -2.372
N4 -1.064 -1.740 -1.242
C22 -1.785 -2.762 -0.722
C23 -2.100 -2.594 0.670
O5 -1.813 -1.562 1.318
C24 -2.740 -3.700 1.337
C25 -3.130 -4.814 0.680
C26 -2.923 -4.950 -0.719
C27 -3.419 -6.066 -1.407
C28 -3.265 -6.202 -2.762
C29 -2.598 -5.201 -3.469
C30 -2.091 -4.103 -2.822
C31 -2.233 -3.930 -1.429
H11 -0.167 2.911 -1.824
H12 -1.835 2.469 -1.432
H13 -1.325 2.534 -3.148
H14 0.858 2.264 -3.717
H15 2.340 1.268 -5.357
H16 2.493 -1.196 -5.576
H17 1.116 -2.623 -4.078
H18 -2.916 -3.571 2.397
H19 -3.624 -5.621 1.210
H20 -3.945 -6.823 -0.841
H21 -3.666 -7.062 -3.283
H22 -2.478 -5.291 -4.540
H23 -1.575 -3.343 -3.382
N5 1.487 -0.340 3.955
C32 1.710 -1.186 2.881
C33 2.580 -2.265 3.104
C34 2.890 -3.105 2.055
C35 2.345 -2.823 0.812
C36 1.499 -1.731 0.696
N6 1.159 -0.945 1.703
C37 0.354 0.335 4.337
C38 0.379 0.987 5.583
C39 -0.769 1.604 6.028
C40 -1.919 1.515 5.250
C41 -1.839 0.846 4.039
N7 -0.734 0.281 3.586
H24 2.188 -0.412 4.680
H25 2.996 -2.435 4.089
H26 3.549 -3.954 2.198
H27 2.573 -3.433 -0.048
H28 1.088 -1.463 -0.258
H29 1.295 1.010 6.161
H30 -0.768 2.135 6.973
H31 -2.854 1.947 5.577
H32 -2.701 0.735 3.400
O6 7.121 -0.841 -5.876
C42 6.674 0.410 -5.490
O7 7.151 1.372 -6.067
C43 5.697 0.458 -4.430
C44 5.221 -0.679 -3.742
C45 4.355 -0.562 -2.696
C46 3.884 0.695 -2.259
S1 2.850 0.804 -0.933
C47 4.333 1.832 -2.971
C48 5.205 1.715 -4.012
H33 6.660 -1.515 -5.362
H34 5.534 -1.683 -4.021
H35 4.006 -1.439 -2.171
H36 3.968 2.800 -2.657
H37 5.548 2.592 -4.546


# 3
Entry from the OMol25 dataset: C48H37ClCrF12NO4Sb as an isolated structure (the ωB97M-V functional and the def2-TZVPD basis).

## Properties
Energy above the lowest of the compared OMol25 structures with the same formula, charge and spin in kJ/mol: 20.1
E_HOMO (spin up / spin down) in eV: -1.683 / -1.924
Lowest unoccupied orbital energy (spin up / spin down) in eV: 4.11 / 4.11
Net charge: -2
Frontier orbital gap (spin up / spin down) in eV: 5.8 / 6.0
2S+1: 5

Atoms and positions in Å:
Cr1 0.351 -0.711 -1.537
C1 4.519 3.517 -4.366
C2 3.849 2.664 -3.320
C3 4.554 1.734 -2.564
C4 3.913 0.934 -1.644
C5 2.523 1.016 -1.393
N1 1.902 0.143 -0.533
C6 2.614 -0.450 0.492
C7 3.428 0.369 1.308
C8 4.087 -0.102 2.419
C9 3.970 -1.439 2.797
C10 4.629 -1.968 4.044
C11 3.185 -2.255 2.001
C12 2.518 -1.815 0.854
C13 1.674 -2.828 0.035
O1 1.236 -2.426 -1.174
C14 0.453 -3.229 0.918
F1 -0.236 -2.113 1.234
F2 0.774 -3.817 2.098
F3 -0.397 -4.056 0.309
C15 2.518 -4.105 -0.290
F4 2.899 -4.862 0.775
F5 3.645 -3.755 -0.926
F6 1.848 -4.943 -1.092
C16 1.798 1.972 -2.165
C17 2.482 2.756 -3.090
C18 0.292 2.209 -1.912
O2 -0.440 1.123 -1.553
C19 0.219 3.296 -0.797
F7 -1.044 3.674 -0.532
F8 0.749 2.846 0.347
F9 0.893 4.429 -1.109
C20 -0.442 2.778 -3.177
F10 -0.147 4.064 -3.511
F11 -1.771 2.753 -3.018
F12 -0.163 2.033 -4.261
H1 5.599 3.552 -4.207
H2 4.349 3.131 -5.376
H3 4.145 4.543 -4.344
H4 5.621 1.606 -2.722
H5 4.480 0.187 -1.105
H6 3.498 1.417 1.041
H7 4.688 0.581 3.013
H8 5.545 -1.418 4.272
H9 3.972 -1.884 4.915
H10 4.892 -3.023 3.935
H11 3.089 -3.290 2.296
H12 1.935 3.496 -3.658
C21 -0.181 -0.156 4.210
C22 -1.621 0.174 4.520
C23 -2.088 0.017 5.825
C24 -3.417 0.246 6.148
C25 -4.303 0.652 5.159
C26 -3.845 0.818 3.860
C27 -2.516 0.575 3.518
Sb1 -1.837 0.795 1.459
C28 -3.183 2.505 1.280
C29 -2.848 3.465 2.236
C30 -3.522 4.671 2.347
C31 -4.567 4.942 1.479
C32 -4.902 4.009 0.512
C33 -4.223 2.796 0.386
C34 -4.624 1.869 -0.725
C35 -2.882 -0.885 0.582
C36 -2.887 -0.848 -0.814
C37 -3.490 -1.842 -1.575
C38 -4.107 -2.898 -0.930
C39 -4.042 -2.986 0.452
C40 -3.404 -2.019 1.226
C41 -3.233 -2.332 2.693
H13 0.408 -0.230 5.125
H14 0.281 0.588 3.560
H15 -0.102 -1.113 3.684
H16 -1.394 -0.296 6.598
H17 -3.758 0.111 7.168
H18 -5.344 0.838 5.398
H19 -4.538 1.147 3.093
H20 -2.032 3.266 2.925
H21 -3.227 5.390 3.102
H22 -5.110 5.878 1.544
H23 -5.708 4.225 -0.182
H24 -5.460 2.284 -1.289
H25 -4.907 0.885 -0.352
H26 -3.795 1.719 -1.419
H27 -2.390 -0.039 -1.340
H28 -3.412 -1.804 -2.652
H29 -4.580 -3.687 -1.503
H30 -4.447 -3.861 0.951
H31 -4.080 -1.999 3.298
H32 -2.340 -1.874 3.110
H33 -3.133 -3.412 2.816
Cl1 5.422 -2.096 -4.944
C42 3.687 -2.116 -4.683
C43 3.033 -3.335 -4.602
C44 1.662 -3.347 -4.401
C45 0.959 -2.159 -4.254
C46 1.640 -0.951 -4.332
C47 3.011 -0.918 -4.558
C48 -0.528 -2.173 -3.962
O3 -1.263 -2.873 -4.658
O4 -0.894 -1.421 -2.997
H34 3.595 -4.256 -4.678
H35 1.128 -4.285 -4.329
H36 1.101 -0.019 -4.211
H37 3.539 0.025 -4.604


# 4
Entry from the OMol25 dataset: C48H37F5IrN4O3P as an isolated structure (the ωB97M-V functional and the def2-TZVPD basis).

## Properties
Energy above the lowest of the compared OMol25 structures with the same formula, charge and spin in kJ/mol: 0.4
E_HOMO in eV: -7.881
Lowest unoccupied orbital energy in eV: -0.66
Net charge: 0
Frontier orbital gap in eV: 7.2

Atoms and positions in Å:
Ir1 -0.555 -0.029 -0.012
C1 -1.921 1.458 -3.268
C2 -1.167 0.318 -3.892
C3 -1.598 -0.106 -5.144
C4 -1.030 -1.193 -5.778
C5 -0.032 -1.895 -5.128
C6 0.428 -1.510 -3.875
C7 1.468 -2.383 -3.225
C8 -0.116 -0.362 -3.260
N1 0.367 -0.008 -1.956
C9 1.719 0.053 -1.864
O1 2.521 0.282 -2.765
C10 2.258 -0.233 -0.486
C11 3.594 -0.372 -0.165
C12 3.922 -0.706 1.144
C13 2.927 -0.851 2.102
C14 1.613 -0.662 1.723
N2 1.330 -0.403 0.449
C15 0.438 -0.666 2.680
O2 0.641 -0.944 3.856
N3 -0.729 -0.316 2.101
C16 -1.894 -0.238 2.948
C17 -2.007 0.758 3.933
C18 -0.878 1.678 4.290
C19 -3.194 0.882 4.649
C20 -4.262 0.035 4.427
C21 -4.112 -1.003 3.525
C22 -2.932 -1.174 2.808
C23 -2.786 -2.417 1.982
H1 -2.973 1.399 -3.551
H2 -1.545 2.423 -3.607
H3 -1.858 1.445 -2.186
H4 -2.416 0.428 -5.615
H5 -1.383 -1.511 -6.751
H6 0.393 -2.780 -5.587
H7 1.397 -3.396 -3.622
H8 1.337 -2.438 -2.142
H9 2.474 -2.006 -3.416
H10 4.333 -0.226 -0.940
H11 4.959 -0.838 1.421
H12 3.135 -1.083 3.137
H13 -0.504 2.208 3.422
H14 -0.053 1.109 4.723
H15 -1.211 2.424 5.012
H16 -3.268 1.663 5.397
H17 -5.183 0.151 4.984
H18 -4.908 -1.727 3.394
H19 -3.529 -3.152 2.295
H20 -1.798 -2.851 2.121
H21 -2.928 -2.229 0.922
O3 -3.577 -0.275 -0.567
N4 -2.593 0.550 -0.063
C24 -3.147 1.510 0.575
C25 -2.563 2.644 1.303
C26 -3.474 3.327 2.113
C27 -3.100 4.454 2.821
C28 -1.807 4.943 2.703
C29 -0.898 4.286 1.891
C30 -1.255 3.129 1.205
P1 -0.065 2.301 0.118
C31 1.566 2.783 0.799
C32 2.466 3.593 0.108
C33 3.682 3.942 0.679
C34 4.012 3.500 1.951
C35 3.117 2.707 2.654
C36 1.908 2.349 2.080
C37 -0.169 3.320 -1.397
C38 0.741 3.139 -2.442
C39 0.674 3.931 -3.576
C40 -0.306 4.908 -3.693
C41 -1.214 5.092 -2.664
C42 -1.142 4.310 -1.519
H22 -3.141 -0.790 -1.267
H23 -4.232 1.475 0.580
H24 -4.485 2.950 2.199
H25 -3.819 4.954 3.456
H26 -1.506 5.833 3.240
H27 0.112 4.666 1.799
H28 2.227 3.966 -0.877
H29 4.368 4.567 0.124
H30 4.960 3.776 2.394
H31 3.355 2.357 3.650
H32 1.226 1.738 2.651
H33 1.516 2.390 -2.395
H34 1.387 3.770 -4.374
H35 -0.361 5.520 -4.584
H36 -1.984 5.849 -2.744
H37 -1.859 4.478 -0.727
F1 -2.308 -1.760 -2.284
C43 -1.483 -2.588 -1.574
C44 -0.790 -2.121 -0.464
C45 -0.079 -3.149 0.152
F2 0.612 -2.940 1.292
C46 -0.016 -4.459 -0.297
F3 0.710 -5.363 0.365
C47 -0.707 -4.835 -1.430
F4 -0.655 -6.088 -1.882
C48 -1.465 -3.880 -2.071
F5 -2.169 -4.201 -3.157


# 5
Entry from the OMol25 dataset: C48H37FN2O5S as an isolated structure (the ωB97M-V functional and the def2-TZVPD basis).

## Properties
E_HOMO in eV: -8.899
Lowest unoccupied orbital energy in eV: -1.08
Net charge: 0
Frontier orbital gap in eV: 7.8

Atoms and positions in Å:
C1 5.597 -2.974 -0.189
C2 5.927 -1.573 0.400
C3 4.733 -1.003 1.257
C4 4.067 0.135 0.427
C5 3.073 0.994 1.257
C6 1.818 1.452 0.483
C7 0.870 0.339 0.031
C8 0.684 -0.878 0.611
F1 1.392 -1.225 1.703
C9 -0.280 -1.843 0.109
C10 -1.089 -1.610 -0.957
C11 -2.129 -2.630 -1.439
C12 -2.815 -3.184 -0.158
O1 -2.552 -4.290 0.271
C13 -3.821 -2.282 0.577
C14 -5.170 -2.349 0.223
C15 -6.102 -1.553 0.891
C16 -5.684 -0.680 1.896
C17 -4.326 -0.607 2.237
C18 -3.391 -1.405 1.584
C19 -0.928 -0.341 -1.631
N1 -1.612 0.043 -2.705
S1 -1.060 1.552 -3.018
N2 0.043 1.743 -1.834
C20 0.042 0.608 -1.125
H1 6.524 -3.377 -0.639
H2 5.287 -3.628 0.642
H3 4.841 -2.902 -0.986
H4 6.086 -0.897 -0.461
H5 6.877 -1.559 0.963
H6 4.013 -1.803 1.494
H7 5.204 -0.581 2.163
H8 3.633 -0.238 -0.518
H9 4.910 0.791 0.136
H10 2.820 0.515 2.218
H11 3.614 1.917 1.547
H12 2.178 1.941 -0.444
H13 1.227 2.226 1.005
H14 -0.392 -2.824 0.588
H15 -1.683 -3.446 -2.022
H16 -2.939 -2.126 -1.997
H17 -5.449 -3.048 -0.573
H18 -7.177 -1.591 0.636
H19 -6.402 -0.063 2.445
H20 -3.991 0.079 3.023
H21 -2.326 -1.397 1.837
C21 -9.487 3.453 -1.293
C22 -10.600 4.254 -1.053
C23 -11.674 3.753 -0.335
C24 -11.645 2.446 0.137
C25 -10.539 1.636 -0.125
C26 -9.456 2.148 -0.832
C27 -10.511 0.220 0.329
O2 -9.546 -0.483 0.104
C28 -11.691 -0.318 1.056
C29 -11.707 -1.655 1.439
C30 -12.795 -2.165 2.128
C31 -13.869 -1.340 2.446
C32 -13.861 -0.009 2.062
C33 -12.778 0.504 1.358
C34 -12.797 1.926 0.922
O3 -13.735 2.646 1.196
H22 -8.645 3.849 -1.847
H23 -10.627 5.270 -1.425
H24 -12.536 4.378 -0.144
H25 -8.592 1.526 -1.024
H26 -10.871 -2.298 1.195
H27 -12.807 -3.207 2.420
H28 -14.716 -1.738 2.991
H29 -14.699 0.630 2.306
C35 11.939 4.391 -0.244
C36 10.551 4.426 -0.141
C37 9.809 3.275 -0.349
C38 10.450 2.085 -0.673
C39 11.840 2.055 -0.800
C40 12.582 3.209 -0.573
C41 12.539 0.802 -1.194
O4 13.748 0.774 -1.301
C42 11.725 -0.413 -1.463
C43 12.354 -1.579 -1.887
C44 11.607 -2.721 -2.127
C45 10.228 -2.707 -1.936
C46 9.596 -1.547 -1.519
C47 10.340 -0.395 -1.291
C48 9.644 0.852 -0.877
O5 8.441 0.863 -0.715
H30 12.518 5.290 -0.072
H31 10.050 5.354 0.105
H32 8.731 3.304 -0.263
H33 13.660 3.185 -0.659
H34 13.426 -1.593 -2.032
H35 12.098 -3.626 -2.462
H36 9.647 -3.602 -2.118
H37 8.523 -1.536 -1.376


Question: What is the formula in the third record?
Answer: C48H37ClCrF12NO4Sb


Question: net charge of number 1 (C48H36N4OPtS)?
Answer: 0


Question: What is the net charge in the second record?
Answer: -2